{"formula": "C30H37IrN2OPS5", "method": "the ωB97M-V functional and the def2-TZVPD basis", "elements": ["Ir", "C", "C", "N", "N", "C", "S", "S", "C", "C", "C", "C", "C", "C", "C", "C", "C", "C", "C", "C", "C", "O", "H", "H", "H", "H", "H", "H", "H", "H", "H", "H", "H", "H", "H", "H", "C", "C", "S", "C", "C", "S", "C", "C", "S", "H", "H", "H", "H", "H", "H", "H", "H", "H", "H", "H", "H", "C", "P", "C", "C", "C", "C", "C", "C", "C", "H", "H", "H", "H", "H", "H", "H", "H", "H", "H", "H"], "coordinates": [[-0.31452, -0.62718, 0.76630], [-2.06384, 3.93262, 0.84824], [-1.98945, 2.43123, 0.83734], [-0.88266, 1.78668, 1.03931], [0.17113, 2.62030, 1.34009], [1.35758, 2.15329, 1.25985], [1.73978, 0.51082, 0.76276], [2.68102, 3.12606, 1.90372], [3.69956, 3.41059, 0.40033], [4.23196, 2.16438, -0.24171], [3.62855, 1.65330, -1.39007], [4.09064, 0.47112, -1.96113], [5.15397, -0.20693, -1.38906], [5.76894, 0.30661, -0.25151], [5.31183, 1.48612, 0.31510], [-3.24862, 1.70944, 0.57565], [-4.29940, 2.37884, -0.01152], [-5.55927, 1.78959, -0.19099], [-5.82240, 0.49062, 0.27421], [-4.82188, -0.20855, 0.87671], [-3.48613, 0.33580, 1.00356], [-2.59569, -0.41179, 1.46829], [-1.20100, 4.36263, 1.33997], [-2.97609, 4.26906, 1.33720], [-2.07810, 4.30214, -0.18248], [4.49963, 4.03312, 0.80316], [3.12665, 4.01849, -0.29814], [2.81578, 2.19858, -1.85982], [3.62599, 0.08989, -2.86233], [5.52396, -1.11916, -1.83944], [6.61814, -0.20540, 0.18330], [5.79610, 1.88280, 1.20057], [-4.17395, 3.39778, -0.35098], [-6.34099, 2.36285, -0.67237], [-6.80703, 0.05825, 0.15483], [-4.96219, -1.21756, 1.24376], [-0.36583, -4.45172, 1.36253], [0.86477, -4.17528, 0.50895], [1.63418, -2.54432, 0.64645], [2.24502, -2.47627, 2.35180], [1.23213, -2.33465, 3.48461], [0.07203, -0.93713, 3.33473], [-1.47237, -1.68652, 3.88782], [-1.93527, -2.95670, 3.16643], [-1.57867, -3.09293, 1.38638], [-0.08296, -4.67846, 2.38664], [-0.86651, -5.33654, 0.96951], [0.62647, -4.26209, -0.55054], [1.62950, -4.92495, 0.71737], [2.94099, -1.63695, 2.35009], [2.84059, -3.37504, 2.52101], [1.78639, -2.18225, 4.41053], [0.64767, -3.24207, 3.60795], [-2.19762, -0.88619, 3.76485], [-1.39571, -1.89393, 4.95539], [-3.01557, -3.03767, 3.27694], [-1.51556, -3.84695, 3.63087], [-2.67905, -0.65560, -2.03906], [-0.92172, -0.77932, -1.57735], [-0.46485, -2.36559, -2.33315], [-0.11769, 0.48080, -2.60021], [-0.52163, 1.81052, -2.47042], [0.04285, 2.79691, -3.26294], [1.02474, 2.46653, -4.18993], [1.43705, 1.14880, -4.31890], [0.86982, 0.15772, -3.52743], [-3.10287, 0.28965, -1.70226], [-3.23131, -1.47749, -1.57902], [-2.78166, -0.71379, -3.12311], [-0.68222, -2.37026, -3.40144], [-1.05458, -3.14968, -1.85432], [0.59560, -2.57395, -2.18784], [-1.29633, 2.07710, -1.75914], [-0.28659, 3.82387, -3.16635], [1.46240, 3.23511, -4.81361], [2.19811, 0.88701, -5.04345], [1.19826, -0.86618, -3.65313]], "atomic_forces_ev_per_a": [[0.04, 0.05, 0.26], [-0.05, -0.02, -0.02], [0.12, 0.14, 0.07], [0.07, -0.09, -0.06], [0.05, 0.07, 0.03], [-0.08, -0.14, 0.10], [0.17, 0.06, -0.18], [-0.10, 0.11, -0.11], [0.05, -0.04, 0.04], [-0.05, 0.00, -0.06], [0.07, 0.04, -0.05], [-0.03, 0.02, -0.02], [0.01, -0.01, 0.02], [0.00, 0.02, 0.03], [-0.01, -0.08, 0.07], [-0.01, -0.08, 0.00], [-0.01, 0.07, -0.05], [-0.05, -0.03, 0.00], [-0.02, 0.05, -0.02], [0.01, -0.05, 0.03], [-0.05, 0.00, 0.04], [-0.01, 0.01, -0.07], [0.02, -0.01, 0.01], [0.00, -0.01, -0.02], [0.01, 0.00, 0.03], [0.04, -0.02, -0.05], [-0.05, -0.03, 0.04], [-0.04, -0.03, 0.02], [0.04, 0.04, 0.05], [0.00, 0.01, 0.01], [-0.02, 0.01, -0.01], [-0.01, -0.01, -0.02], [0.03, -0.03, 0.02], [0.01, -0.03, 0.01], [0.02, 0.02, 0.00], [-0.01, 0.02, 0.00], [-0.01, 0.00, 0.01], [0.01, 0.03, -0.02], [0.01, -0.09, 0.04], [-0.02, 0.00, 0.01], [0.00, -0.02, 0.00], [-0.06, 0.01, -0.05], [-0.01, -0.02, -0.01], [-0.02, 0.00, 0.01], [0.01, -0.03, -0.09], [0.00, 0.01, 0.01], [-0.01, -0.01, 0.00], [0.01, 0.02, 0.00], [0.01, 0.00, 0.00], [-0.01, 0.03, -0.02], [0.00, 0.00, 0.00], [0.01, 0.00, 0.02], [-0.01, 0.03, -0.01], [-0.01, 0.01, 0.00], [0.03, 0.00, 0.01], [0.00, 0.02, 0.00], [0.01, 0.00, 0.00], [-0.02, 0.00, 0.03], [-0.09, -0.03, -0.09], [0.04, -0.01, 0.02], [-0.01, 0.00, -0.04], [0.01, 0.02, 0.00], [0.00, 0.01, 0.03], [0.01, -0.02, 0.01], [0.00, 0.02, 0.00], [-0.03, 0.01, 0.00], [0.01, -0.01, -0.03], [0.00, 0.03, 0.02], [0.02, -0.02, 0.00], [-0.02, 0.02, 0.00], [0.02, 0.00, -0.01], [-0.01, 0.00, 0.01], [0.02, -0.01, -0.01], [0.01, -0.02, 0.00], [-0.01, -0.01, 0.01], [-0.03, 0.01, 0.01], [0.00, 0.02, 0.00]], "lowdin_spin": [2.31, 0.01, 0.04, 0.15, 0.11, 0.06, 0.58, 0.03, 0.00, 0.02, 0.03, 0.01, 0.00, 0.01, 0.00, 0.13, 0.02, 0.25, 0.00, 0.17, 0.11, 0.35, 0.00, 0.00, 0.00, 0.00, 0.00, 0.00, 0.00, 0.00, 0.00, 0.00, 0.00, 0.01, 0.00, 0.01, 0.01, 0.02, 0.15, 0.01, 0.01, 0.10, 0.01, 0.01, 0.13, 0.00, 0.00, 0.00, 0.00, 0.00, 0.00, 0.00, 0.00, 0.00, 0.00, 0.00, 0.00, 0.02, 0.07, 0.01, 0.01, 0.00, 0.00, 0.00, 0.00, 0.00, 0.00, 0.00, 0.00, 0.00, 0.00, 0.00, 0.00, 0.00, 0.00, 0.00, 0.00], "s2": 8.81, "charge": 2, "spin_multiplicity": 6, "gap_ev": [6.4, 5.1], "lumo_ev": [-5.7, -8.3], "homo_energy_ev": [-12.089, -13.396]}